107
Properties=species:S:1:pos:R:3:forces:R:3:mulliken_charge:R:1 method="wB97M-V/def2-TZVPD" homo_lumo_gap_ev=6.619 e_above_lowest_kcal_mol=0.00 charge=-1 largest_force_ev_per_a=5.0 homo_energy_ha=-0.2362
As -26.160510 5.688490 18.727170 0.27 0.68 -1.01 1.866
F -25.300790 6.740900 17.584260 -0.51 -0.50 0.94 -0.482
F -25.036460 4.356060 18.298790 -0.43 0.93 0.44 -0.365
F -26.814930 4.490370 19.889870 -0.11 1.07 -0.84 -0.338
F -27.443880 6.884730 19.068480 1.25 -1.00 0.23 -0.490
F -27.180300 5.232090 17.337690 0.41 -0.48 1.24 -0.474
F -25.101820 6.358750 20.007920 -1.16 -0.81 -1.01 -0.398
C -26.048020 0.905770 21.211900 0.40 1.37 -0.99 -0.531
C -24.739780 -0.031780 21.062030 -0.67 2.12 1.08 0.797
C -24.299480 -0.476760 19.703610 -3.52 -2.73 -2.28 0.104
F -24.103790 0.507550 18.816930 1.00 0.56 0.84 -0.072
F -23.369460 -1.455430 19.505720 0.60 0.93 1.20 -0.325
F -23.708410 0.684870 21.524830 0.74 1.33 1.04 -0.254
F -24.944170 -1.003500 21.939440 0.12 -1.70 0.08 -0.309
O -27.355680 0.398780 20.899540 -0.56 0.54 -0.14 -0.491
C -28.469190 1.131530 21.365410 0.61 -1.67 0.14 0.965
C -29.710420 0.777530 20.503550 0.04 -1.86 -0.19 0.008
F -29.433320 1.197270 19.295660 -0.13 1.20 -1.50 -0.159
F -29.894360 -0.595600 20.352110 0.67 0.57 0.80 -0.307
F -28.724770 0.673050 22.590280 -0.29 -0.01 1.35 -0.310
F -28.346450 2.484270 21.493840 0.40 -0.91 -0.65 -0.198
H -25.952500 1.781460 20.569930 0.61 0.05 -0.10 -0.102
H -26.030850 1.294950 22.229910 0.31 -0.41 0.22 0.659
H -25.223450 -0.981150 19.420830 -0.30 -0.18 -0.77 0.122
H -30.694610 1.078370 20.862670 0.34 0.85 0.31 0.287
C -24.487400 1.942990 16.220420 0.62 -1.94 1.12 -0.523
C -26.041970 1.661690 15.998010 2.52 1.61 -0.22 1.119
C -26.845040 1.634310 17.264610 -0.74 1.93 1.18 0.848
F -28.157790 1.444990 17.025140 -0.23 -0.52 -0.75 -0.253
F -26.426420 0.647890 18.074120 0.03 -0.42 0.02 -0.224
F -26.469140 2.622430 15.172830 -0.88 0.86 -0.31 -0.292
F -26.277940 0.516950 15.397800 0.28 -1.86 -1.06 -0.348
O -23.717020 2.192090 15.050830 2.10 1.30 -0.34 -0.504
C -22.311850 2.589380 15.317710 -1.72 -2.06 -0.86 0.896
C -22.194220 4.106070 15.473770 -2.81 0.84 -1.32 0.173
F -22.672490 4.568690 16.636670 0.42 -0.40 1.10 -0.147
F -21.010280 4.584200 15.209690 2.61 0.14 0.51 -0.276
F -21.736710 1.814180 16.238120 -0.65 0.40 2.04 -0.291
F -21.592500 2.205840 14.265290 -0.50 0.79 -1.74 -0.305
H -24.078540 1.000170 16.583780 -0.38 -0.23 0.31 0.274
H -24.196920 2.654370 16.993500 -1.04 0.38 0.01 0.116
H -26.817510 2.600300 17.768790 0.55 0.04 0.24 -0.403
H -22.821760 4.595510 14.728950 -0.53 -0.67 -0.36 0.167
C -23.632390 8.840340 14.945650 -0.18 0.36 0.11 -0.648
S -23.966510 9.409730 13.269510 -1.85 -0.06 0.00 0.459
O -24.834320 8.321280 12.678880 0.72 1.09 0.23 -0.607
C -25.137140 10.824770 13.822860 -0.02 -0.30 -0.10 -0.941
H -23.032360 9.602930 15.442160 0.07 -0.12 0.12 0.413
H -23.111090 7.883870 14.906810 0.04 0.17 -0.18 0.157
H -24.582860 8.705310 15.461860 0.03 -0.04 0.01 0.211
H -24.724760 11.361040 14.677530 0.11 -0.30 0.12 0.308
H -26.118690 10.409700 14.051740 0.28 -0.60 0.42 0.311
H -25.416940 11.594330 13.103420 0.79 -0.25 -0.68 0.343
C -20.864630 7.199800 21.595240 0.78 -0.67 0.77 -0.637
S -22.358660 7.615540 20.714390 0.80 0.71 0.02 0.581
O -21.957390 8.943890 20.110260 -0.64 -1.11 -0.34 -0.715
C -22.120460 6.209930 19.571000 -0.35 0.15 -1.42 -0.714
H -20.456200 8.002970 22.208600 -0.57 0.32 -0.14 0.381
H -20.084220 6.936490 20.881290 -0.09 -0.01 -0.09 0.301
H -21.031590 6.352450 22.260230 -0.06 -0.21 -0.08 -0.027
H -22.892610 6.139680 18.804870 -0.40 0.51 0.26 -0.105
H -22.144680 5.219400 20.025270 0.25 0.31 0.58 0.217
H -21.213770 6.359760 18.984850 0.35 0.03 0.38 0.650
C -30.376810 7.388890 20.263980 0.44 -0.61 0.58 -0.834
S -31.470330 5.888540 20.064100 -0.98 1.46 -3.45 0.333
O -32.399840 6.252780 18.827780 1.84 -0.96 2.71 -0.647
C -30.193050 4.679610 19.395250 -0.34 1.04 0.31 -0.456
H -29.890080 7.736090 19.352580 -0.05 -0.64 -0.14 0.221
H -29.648170 7.086440 21.016110 0.45 -0.19 -0.27 0.285
H -30.800780 8.281020 20.724900 -1.06 -0.42 -0.12 0.429
H -29.676000 5.142020 18.554460 0.15 0.20 0.21 0.104
H -30.649140 3.765800 19.014420 -0.47 0.15 0.37 0.357
H -29.521610 4.458030 20.224810 0.15 0.00 -0.18 0.113
C -30.069220 3.678320 15.572930 -0.46 1.21 0.74 -0.414
S -31.676510 4.061940 14.784680 -1.15 -3.28 -0.52 0.373
O -32.150970 2.600350 14.467970 0.45 2.40 0.14 -0.682
C -32.838040 4.635070 16.119080 1.04 0.45 -0.33 -0.469
H -29.572010 2.892320 15.004520 -0.54 -0.12 0.16 0.378
H -30.309980 3.455720 16.612440 0.32 -0.59 -0.13 -0.187
H -29.405870 4.543160 15.583090 -0.10 0.22 -0.07 0.370
H -33.460690 5.406390 15.665780 0.17 0.05 -0.08 0.340
H -32.222050 5.097550 16.890290 -0.31 0.06 0.22 -0.026
H -33.512170 3.876510 16.516870 0.57 -0.41 -0.19 0.300
C -20.379900 3.415070 27.958080 -0.45 0.62 -1.24 -0.464
C -21.322090 4.068940 28.762180 0.00 -1.33 -0.81 -0.422
C -22.451240 4.634610 28.183150 0.87 -0.24 -1.81 -0.696
C -22.519460 4.681090 26.743900 0.75 0.01 0.79 0.477
C -21.472810 4.165990 25.885180 0.00 -0.04 2.63 0.209
C -20.424970 3.486160 26.532050 -0.12 0.51 1.44 -0.554
C -21.542380 4.190790 24.404630 -0.09 -0.97 -0.89 0.152
O -20.583920 3.929270 23.674340 -1.22 0.66 1.17 -0.674
C -22.947350 4.352990 23.888560 0.91 -0.66 -1.06 0.722
C -23.174570 4.096130 22.516740 -1.54 0.13 0.74 -0.973
C -24.465660 4.276780 21.967090 1.31 -0.48 0.18 0.178
C -25.532250 4.654890 22.758310 0.85 0.23 2.03 -0.632
C -25.282530 4.886730 24.151690 0.90 0.48 -1.39 -1.085
C -23.992900 4.701420 24.746330 -2.02 1.39 -1.75 0.426
C -23.788870 5.163960 26.140990 -0.93 -0.52 0.91 0.429
O -24.667950 5.703720 26.813610 1.10 -0.38 -0.98 -0.657
H -19.639370 2.817090 28.468410 0.31 0.04 -0.23 0.372
H -21.241570 3.856730 29.818060 -0.17 0.48 0.22 0.332
H -23.268870 4.938170 28.820130 -0.16 0.32 -0.38 0.405
H -19.619950 3.030620 25.974540 -0.13 -0.06 -0.25 0.450
H -22.433000 3.656170 21.866430 0.45 0.35 0.23 0.701
H -24.530740 4.145220 20.897110 -0.42 -0.10 -0.01 0.327
H -26.519000 4.838990 22.359770 0.07 0.05 -0.14 0.547
H -26.011130 5.515320 24.642000 -0.23 -0.61 0.67 0.371